A cluster of 12 separate species, C34H74BN2O22S6 in total at a distorted geometry. Source: OMol25; level of theory: ωB97M-V/def2-TZVPD.

```
139
Properties=species:S:1:pos:R:3:mulliken_spin:R:1
O 2.15261 -12.40003 -30.21739 0.000
C 1.88486 -13.26729 -29.40767 0.000
O 1.78354 -14.55692 -29.76335 0.000
B 1.39342 -15.43038 -28.64265 0.001
O 1.14392 -14.42900 -27.54787 0.000
C 1.54652 -13.25528 -27.89278 0.000
O 1.69359 -12.29724 -27.17018 0.000
O 2.43153 -16.40444 -28.27429 0.000
C 1.83923 -17.57482 -28.06434 0.001
O 2.41977 -18.58008 -27.57558 0.000
C 0.35570 -17.44219 -28.59491 -0.001
O 0.16046 -16.20893 -28.95093 0.000
O -0.39476 -18.38586 -28.69888 0.002
C 0.94470 -20.67988 -25.34267 0.001
S 0.65331 -21.86804 -26.74047 0.004
O 1.85569 -22.80391 -26.95636 0.003
C -0.68418 -22.89147 -25.98303 0.001
H 1.91959 -20.19674 -25.40806 0.000
H 0.92126 -21.19087 -24.38015 0.000
H 0.06596 -20.03861 -25.41113 0.000
H -1.51160 -22.25377 -25.67187 0.000
H -0.41398 -23.63606 -25.23424 0.000
H -1.02869 -23.47923 -26.83389 0.000
C 6.37578 -17.44579 -24.65970 0.000
S 7.30737 -18.70349 -25.63418 0.000
O 7.79488 -19.75722 -24.65662 0.000
C 5.93529 -19.42056 -26.61547 0.000
H 6.64220 -17.49349 -23.60384 0.000
H 5.34009 -17.78550 -24.65355 0.000
H 6.49010 -16.48785 -25.16705 0.000
H 5.29016 -18.61510 -26.96640 0.000
H 5.31783 -20.05170 -25.97631 0.000
H 6.33651 -19.96174 -27.47235 0.000
C 0.35509 -21.52752 -30.18320 0.060
S -0.37597 -21.21465 -31.80767 0.274
O 0.66952 -21.65067 -32.81430 0.585
C -1.85332 -22.29327 -31.88960 0.060
H -0.46338 -21.94620 -29.59760 0.016
H 0.81899 -20.62264 -29.79064 0.003
H 0.99325 -22.38552 -30.39459 -0.006
H -2.73976 -21.88897 -31.40086 -0.008
H -1.67867 -23.31375 -31.54867 0.009
H -2.32871 -22.22815 -32.86829 -0.001
C 4.66131 -11.86050 -35.56341 0.000
S 4.02237 -10.82233 -34.15340 0.000
O 2.56805 -10.52231 -34.52039 0.000
C 4.02034 -12.24812 -32.97229 0.000
H 4.54360 -11.28488 -36.48151 0.000
H 4.15252 -12.82359 -35.52237 0.000
H 5.70047 -12.14686 -35.40145 0.000
H 4.26182 -11.76936 -32.02330 0.000
H 4.88748 -12.87246 -33.18768 0.000
H 3.12158 -12.86213 -32.91463 0.000
C -3.06470 -16.68592 -26.68111 0.000
S -2.98287 -17.28111 -24.90751 0.000
O -2.27293 -18.60452 -25.00293 0.000
C -4.70348 -17.70688 -24.86848 0.000
H -2.10570 -16.63201 -27.19638 0.000
H -3.49966 -15.68708 -26.64613 0.000
H -3.70045 -17.32053 -27.29852 0.000
H -5.14532 -18.09721 -23.95168 0.000
H -4.97796 -18.37183 -25.68738 0.000
H -5.27647 -16.80916 -25.10059 0.000
C 6.13653 -14.74782 -30.24555 0.000
S 5.72397 -15.66897 -28.63113 0.000
O 6.96319 -16.06745 -27.86061 0.000
C 5.10831 -17.14060 -29.60456 0.000
H 7.19141 -14.87673 -30.48787 0.000
H 6.15752 -13.66224 -30.14973 0.000
H 5.63352 -15.17462 -31.11325 0.000
H 4.79908 -17.97866 -28.97993 0.000
H 5.89541 -17.52905 -30.25083 0.000
H 4.19316 -16.88293 -30.13767 0.000
C 4.39441 -14.88192 -22.87694 0.000
O 5.01977 -14.19841 -22.18260 0.000
N 3.84199 -14.62973 -24.07304 0.000
C 3.08550 -15.63426 -24.82137 0.000
C 3.99282 -13.30559 -24.73064 0.000
H 3.89187 -15.79963 -22.53424 0.000
H 2.08303 -15.24694 -25.00340 0.000
H 3.00286 -16.57522 -24.27743 0.000
H 3.64179 -15.87706 -25.72673 0.000
H 4.64851 -12.66085 -24.14542 0.000
H 4.35327 -13.57557 -25.72326 0.000
H 3.04627 -12.77566 -24.62426 0.000
C 0.77728 -16.04099 -32.49701 0.000
O -0.33039 -16.48247 -32.19289 0.001
N 1.89629 -16.82115 -32.30821 0.001
C 3.18760 -16.22764 -32.71408 0.000
C 1.85698 -18.11977 -31.61271 -0.010
H 1.08617 -15.11716 -33.01016 0.000
H 4.02128 -16.48035 -32.05893 0.000
H 3.01753 -15.15589 -32.81669 0.000
H 3.48137 -16.63238 -33.68259 0.000
H 0.79988 -18.35718 -31.49327 0.012
H 2.41397 -18.94856 -32.04970 -0.002
H 2.25546 -18.00042 -30.60520 -0.001
O 6.60734 -11.33403 -27.88138 0.000
C 5.84364 -10.91374 -28.73992 0.000
O 6.01315 -10.75231 -29.98402 0.000
C 7.28832 -10.72863 -30.62744 0.000
C 7.18130 -10.50979 -32.15209 0.000
C 4.50630 -10.28640 -28.27706 0.000
H 7.82285 -11.66718 -30.48088 0.000
H 7.79583 -9.87936 -30.16996 0.000
H 8.22430 -10.47014 -32.46625 0.000
H 6.64665 -9.60132 -32.42945 0.000
H 6.91393 -11.42621 -32.67820 0.000
H 3.78904 -10.47961 -29.07477 0.000
H 4.59082 -9.23384 -28.00674 0.000
H 4.08376 -10.85052 -27.44560 0.000
O -5.70362 -21.30836 -27.69384 0.000
C -4.71581 -22.02091 -27.50740 0.000
O -3.42620 -21.66598 -27.68486 0.000
C -3.16931 -20.25983 -27.78264 0.005
C -3.10075 -19.88260 -29.34384 -0.038
C -4.73621 -23.39290 -26.82854 0.000
H -2.13887 -20.15206 -27.44398 -0.002
H -3.87420 -19.56216 -27.33044 0.000
H -4.07502 -20.12481 -29.76838 0.000
H -2.20111 -20.22281 -29.85667 0.032
H -2.90171 -18.81099 -29.35606 -0.002
H -5.66267 -23.92605 -27.04189 0.000
H -4.65899 -23.14394 -25.77018 0.000
H -3.89398 -24.07182 -26.96198 0.000
O -3.63571 -11.91514 -30.06018 0.000
C -2.58708 -12.49274 -29.70561 0.000
O -1.93819 -12.20433 -28.52199 0.000
C -2.06093 -11.02011 -27.80624 0.000
C -1.94259 -11.36764 -26.32140 0.000
C -1.87166 -13.51930 -30.60568 0.000
H -3.07127 -10.63090 -27.93209 0.000
H -1.41138 -10.14480 -27.80644 0.000
H -2.66636 -10.77755 -25.75921 0.000
H -0.94405 -11.24143 -25.90296 0.000
H -2.11308 -12.35936 -25.90241 0.000
H -1.53679 -14.49055 -30.24153 0.000
H -1.10586 -12.78849 -30.86562 0.000
H -2.47428 -13.61348 -31.50906 0.000
```

As for the molar mass: 1066.2 g mol⁻¹. Its spin multiplicity is 2. The HOMO-LUMO gap (alpha / beta) comes out at 6.5626 / 1.8340 eV.